Entry 1:
ORCA calculation (wB97M-V/def2-TZVPD) on an isolated molecule of C7H16O5SSi at a distorted geometry.

Structure (XYZ):
```
30
Properties=species:S:1:pos:R:3:forces:R:3:lowdin_charge:R:1
S -3.33677 0.36810 -1.14141 -5.5 2.6 -5.3 0.862
Si 1.77780 0.61716 0.09693 1.0 1.6 0.7 0.464
O -3.40430 1.89517 -1.42156 1.5 -5.6 2.4 -0.308
O -4.57386 -0.26710 -1.85586 5.0 1.3 3.4 -0.331
O -3.26049 -0.18525 0.46942 0.6 0.0 -2.6 -0.227
O 1.24378 0.30842 1.74124 -0.7 -1.7 -2.3 -0.273
O -1.93439 -0.28028 -1.86200 -0.9 0.3 4.2 -0.248
C 3.34228 1.79412 0.26244 0.2 0.3 0.7 -0.224
C -1.26337 -0.40716 1.83269 0.3 -0.4 0.6 -0.094
C -2.15142 -1.13264 0.66111 1.7 1.1 -0.2 -0.266
C 0.44452 1.66286 -0.83483 -0.8 -0.4 -0.4 -0.185
C -1.53759 -1.31164 -0.84996 -0.8 -4.0 -1.0 -0.145
C 0.33853 -0.84668 1.83482 -0.8 -0.6 2.0 -0.242
C 2.39020 -0.92851 -0.87284 0.3 -1.1 -1.1 -0.213
H 0.54549 -1.70724 1.06992 -0.3 1.7 1.2 0.095
H 0.52228 -1.32187 2.91448 -0.2 1.0 -2.4 0.137
H 3.52362 -1.19825 -0.61589 -2.5 0.6 -0.6 0.068
H 3.69684 2.20573 -0.78596 -0.7 -0.9 2.2 0.053
H 2.31610 -0.64743 -2.03058 0.3 -0.6 2.4 0.067
H -1.74431 -0.74784 2.87071 1.0 0.7 -2.3 0.134
H 1.74776 -1.89674 -0.73790 1.3 1.7 -0.3 0.019
H -0.60882 1.40725 -0.34676 2.1 0.8 -1.4 0.031
H 4.21744 1.21055 0.81551 -1.7 1.4 -1.2 0.051
H 2.99158 2.71046 0.93308 0.9 -1.8 -1.4 0.053
H -0.43815 -1.75651 -0.94837 -2.2 2.0 0.2 0.133
H -2.17360 -2.23938 -1.24996 1.3 1.7 0.9 0.148
H -2.46296 -2.22223 0.95380 0.1 2.3 -0.4 0.172
H 0.48909 1.32537 -1.97784 -0.5 0.9 2.4 0.067
H 0.64299 2.81606 -0.74399 -0.4 -2.3 -0.2 0.063
H -1.34027 0.77546 1.81960 0.1 -2.6 -0.3 0.141
```
Positions in Å, forces in eV/Å.

Computed properties:
Molar mass (g/mol): 240.4
Orbital gap (hartree): 0.37374
Energy (eV): -36464.2443
Highest occupied orbital energy (eV): -10.21

---

Entry 2:
ORCA calculation (wB97M-V/def2-TZVPD) on the ion C7H16PS2 with charge +1 at a distorted geometry.

Structure (XYZ):
```
26
Properties=species:S:1:pos:R:3:forces:R:3:lowdin_charge:R:1
S -0.79868 1.47262 0.22716 -0.6 1.2 0.4 0.826
S -0.80203 -1.48564 0.14941 -0.9 -1.2 0.1 0.797
P 1.74221 -0.08153 0.13898 -0.9 0.9 -1.7 0.883
C -2.58896 1.25819 -0.21740 1.1 -0.6 1.3 -0.396
C -2.65391 -1.30497 -0.26594 2.3 0.8 3.9 -0.348
C 2.46831 1.32018 -0.91902 0.1 -1.7 1.7 -0.142
C -0.08390 0.02255 -0.43828 1.6 -0.8 -3.5 -1.122
C 2.48773 -1.69126 -0.39412 -1.6 2.1 -1.1 -0.157
C -3.18020 -0.00820 0.45234 0.6 -0.4 -3.4 -0.256
C 1.66557 0.33230 1.91971 -3.2 1.3 -1.1 -0.195
H -3.08124 -2.22233 0.16487 0.1 0.4 -0.4 0.089
H 0.60078 0.04336 2.24560 1.7 -0.4 -0.3 0.065
H 2.12390 -1.96583 -1.38700 -0.5 0.4 0.0 0.075
H -2.59974 -1.28446 -1.29907 -0.8 0.1 -2.0 0.044
H 3.23703 1.83146 -0.36865 0.0 0.6 0.6 0.054
H -4.20504 -0.11944 0.16831 -1.1 0.7 0.5 0.105
H 2.43247 -0.00111 2.57057 0.7 -0.1 0.4 0.046
H 3.50028 -1.47259 -0.58585 1.6 -0.3 0.6 0.044
H 1.43930 1.44540 1.89662 1.1 -1.0 0.2 0.065
H 3.03148 0.90922 -1.73282 -0.3 -0.4 -0.9 0.051
H 1.61966 1.92789 -1.17170 -0.1 0.5 -0.3 0.025
H 2.17392 -2.46340 0.23192 0.2 -1.3 1.3 0.032
H -2.98126 2.20082 0.17775 -0.3 -0.3 -0.4 0.083
H -0.00066 0.07473 -1.76826 -0.2 -0.2 3.8 0.172
H -2.54430 1.20535 -1.28392 -0.6 0.2 -0.7 0.068
H -3.00268 0.05667 1.48879 0.0 -0.5 1.2 0.094
```
Positions in Å, forces in eV/Å.

Computed properties:
Charge: +1
Molar mass (g/mol): 195.3
Orbital gap (hartree): 0.35716
Energy (eV): -38470.4205
Highest occupied orbital energy (eV): -12.25

---

Entry 3:
ORCA calculation (wB97M-V/def2-TZVPD) on a cluster of 2 separate species, C7H17BBr2ClO in total.

Structure (XYZ):
```
29
Properties=species:S:1:pos:R:3:forces:R:3:lowdin_charge:R:1
Br -0.98182 0.86410 -4.76603 0.0 0.0 0.0 0.576
Br 0.98662 3.95921 -5.06759 0.0 0.0 0.0 0.561
Cl -1.17854 0.56795 -0.47296 -0.1 -0.1 0.0 0.575
O 1.38222 0.32061 1.11599 0.0 0.0 0.1 -0.192
C 2.50171 -1.81775 1.51242 0.1 0.0 0.0 -0.099
C 0.01574 1.81181 -3.39065 0.1 -0.1 0.0 -0.711
C -1.27416 0.28017 1.35156 0.1 0.1 0.2 -0.582
C 1.74111 -0.89676 0.55124 0.0 -0.1 0.0 -0.356
C -1.53259 -2.29639 1.40987 0.1 0.1 -0.2 -0.130
C -0.05221 3.30262 -3.55226 -0.1 0.0 0.0 -0.691
C -2.18468 -0.92476 1.57317 -0.1 -0.1 0.0 -0.338
B 0.25073 0.33960 2.07058 -0.1 0.0 0.1 -0.593
H 1.83261 -2.33734 2.20031 0.0 0.1 0.0 0.047
H -0.68099 -2.40568 2.08219 -0.1 0.0 0.0 0.047
H -2.24798 -3.10180 1.60178 0.0 0.0 0.0 0.059
H 0.30491 1.40167 2.69518 0.0 -0.1 -0.1 0.048
H -1.06881 3.64543 -3.71669 0.0 0.0 0.0 0.049
H -0.42675 1.52589 -2.43986 0.0 0.0 -0.1 -0.058
H 3.08461 -2.56902 0.96560 -0.1 0.0 0.0 0.058
H -1.81820 1.16746 1.68437 -0.1 -0.1 -0.1 0.054
H 3.19290 -1.21959 2.11333 0.0 0.0 -0.1 0.073
H -2.59399 -0.82660 2.58775 0.1 0.0 0.0 0.104
H 0.36431 3.78505 -2.67169 0.0 0.0 0.0 0.063
H -3.04288 -0.86926 0.89070 0.0 0.1 0.1 0.081
H 0.86653 -1.44425 0.16423 0.0 0.1 0.0 0.078
H 0.30865 -0.59980 2.87760 -0.1 0.0 0.0 0.058
H -1.16289 -2.41235 0.38668 0.0 0.0 0.0 0.059
H 1.03323 1.43684 -3.43766 0.0 0.0 0.0 0.057
H 2.38064 -0.68706 -0.31917 0.0 0.0 0.1 0.104
```
Positions in Å, forces in eV/Å.

Computed properties:
Charge: -1
Molar mass (g/mol): 323.3
Orbital gap (hartree): 0.25981
Energy (eV): -162868.0274
Highest occupied orbital energy (eV): -4.50

---

Entry 4:
ORCA calculation (wB97M-V/def2-TZVPD) on a cluster of 2 separate species, C7H17BCl3NO3P in total.

Structure (XYZ):
```
33
Properties=species:S:1:pos:R:3:forces:R:3:lowdin_charge:R:1
Cl 2.27629 -2.79326 3.56686 0.1 -0.1 0.0 0.566
Cl -0.29517 -3.61723 4.64530 0.0 0.0 0.0 0.500
Cl 1.27758 -1.60845 6.03344 0.0 0.0 0.0 0.485
P 1.96193 0.70179 1.24645 0.1 0.1 0.0 0.887
O 0.71199 -1.34211 -0.27765 -0.3 0.1 0.1 -0.098
O -0.75115 0.26866 0.66641 0.0 0.1 -0.1 -0.070
O 3.35251 -0.29392 1.26875 0.0 -0.1 0.1 -0.417
N -2.13739 0.74862 -1.13405 0.0 0.0 0.0 -0.009
C -2.20110 1.47812 -2.39173 0.1 0.1 0.1 -0.250
C 0.85534 -2.28540 4.44392 -0.1 0.1 0.1 -1.570
C -0.36376 -1.06249 -1.13969 0.1 -0.1 0.0 -0.188
C -0.79484 0.34308 -0.73112 0.0 0.1 0.1 -0.417
C 1.82839 1.05765 3.06604 -0.1 0.1 0.0 -0.345
C -0.51814 0.85933 -4.24941 0.1 0.0 0.0 -0.117
C -1.89167 0.60711 -3.62200 0.0 0.0 0.0 -0.243
B 0.43035 -0.58027 0.97303 0.2 -0.1 -0.1 -0.837
H -1.21461 -1.74159 -0.96483 0.0 0.0 -0.1 0.126
H -1.98414 -0.43678 -3.31347 0.0 0.0 -0.1 0.097
H 0.36952 -1.51377 3.85492 0.0 0.0 0.0 -0.033
H 0.26773 0.28539 -3.75552 0.0 0.1 0.0 0.058
H 2.38210 1.95676 3.34853 0.0 0.0 0.0 0.006
H -0.04791 -1.15787 -2.18436 0.0 0.0 0.1 0.100
H -0.24443 1.91417 -4.16722 0.0 0.0 -0.1 0.065
H 3.97947 0.04389 1.91580 0.0 0.0 -0.1 0.008
H 0.77432 1.22640 3.31220 0.0 0.0 0.0 0.030
H -1.51251 2.34257 -2.39824 0.0 0.0 0.0 0.105
H -3.21471 1.87853 -2.47336 0.0 0.0 0.0 0.102
H 0.18745 -1.28607 1.95108 0.1 0.0 0.0 0.067
H -0.50316 0.59784 -5.30980 0.0 -0.1 0.0 0.060
H -0.03855 1.07394 -1.08621 0.0 0.0 -0.1 0.142
H -2.66327 0.77045 -4.37980 0.0 0.1 0.0 0.091
H 2.19293 0.22025 3.66956 0.0 0.0 0.0 -0.010
H -2.47142 1.34465 -0.38379 0.0 -0.1 0.0 0.109
```
Positions in Å, forces in eV/Å.

Computed properties:
Charge: -1
Molar mass (g/mol): 311.4
Orbital gap (hartree): 0.22139
Energy (eV): -62702.6258
Highest occupied orbital energy (eV): -3.24

---

Entry 5:
ORCA calculation (wB97M-V/def2-TZVPD) on a cluster of 2 separate species, C7H17BNO7S in total.

Structure (XYZ):
```
34
Properties=species:S:1:pos:R:3:forces:R:3:lowdin_charge:R:1
S 1.51067 1.35861 0.35967 -0.3 0.0 0.2 0.572
O 1.21215 1.00424 -1.15916 0.0 0.2 -0.1 -0.141
O 3.86293 0.62033 -2.14295 -0.2 -0.1 -0.5 0.049
O -3.11791 0.61972 -0.60254 0.1 0.0 0.3 -0.104
O 2.93759 1.41114 0.54687 0.3 -0.1 -0.1 -0.323
O -4.79941 0.42757 1.06180 0.0 -0.2 0.1 -0.119
O 5.57387 -0.30401 -3.06363 0.0 -0.1 -0.1 0.083
O 0.73171 2.49422 0.72381 0.0 -0.1 -0.1 -0.251
N 5.02296 0.27603 -2.15712 0.1 0.1 0.4 -0.429
C -2.20043 -1.66170 -0.57213 0.3 0.1 0.3 -0.140
C -3.34933 -0.71427 -0.26313 -0.7 -0.3 -0.5 -0.408
C -0.96610 -1.63609 0.35379 0.0 0.2 -0.4 -0.185
C 0.89144 -0.08648 1.15298 -0.4 0.0 0.4 -0.238
C -3.93127 -0.67540 1.14326 -0.1 0.5 0.2 -0.226
C -0.64229 -0.28385 1.02131 0.7 -0.4 0.0 -0.192
C 5.80426 0.61568 -0.93645 0.2 -0.1 0.0 0.051
B -3.91585 1.43993 0.41846 0.3 0.5 -0.1 -0.594
H -3.17035 -0.43460 1.90305 0.2 -0.3 0.0 0.101
H -3.11172 1.92233 1.25293 0.0 -0.1 0.0 0.056
H 1.19300 0.06511 2.19114 0.0 0.0 0.0 0.102
H 2.05702 0.91073 -1.62621 0.1 0.0 0.0 0.043
H -1.05386 -2.42679 1.10303 0.0 0.1 0.2 0.104
H -4.44579 -1.60081 1.42130 -0.1 0.0 0.0 0.117
H -4.20249 -1.08564 -0.87232 0.1 -0.1 -0.1 0.138
H -0.09781 -1.90618 -0.25672 0.0 -0.1 0.0 0.091
H -1.09256 0.54063 0.47078 -0.2 0.0 0.1 0.099
H 5.30636 0.14020 -0.09728 -0.1 0.1 0.0 0.096
H 5.76047 1.69383 -0.82091 -0.1 0.0 0.0 0.105
H -4.52000 2.37349 -0.10443 -0.2 -0.2 -0.1 0.042
H 6.81747 0.25721 -1.07201 0.0 0.0 0.0 0.091
H -2.61172 -2.67629 -0.57661 0.0 0.0 0.0 0.103
H 1.44690 -0.93483 0.75666 0.1 0.1 0.0 0.094
H -1.87243 -1.46273 -1.59509 -0.1 0.1 0.0 0.111
H -1.02747 -0.28133 2.03784 -0.3 0.2 -0.1 0.103
```
Positions in Å, forces in eV/Å.

Computed properties:
Charge: -1
Molar mass (g/mol): 270.1
Orbital gap (hartree): 0.19547
Energy (eV): -34867.8572
Highest occupied orbital energy (eV): -3.62

---

Which value of highest occupied orbital energy does entry 2 give?
-12.25 eV